(1)
A molecular structure, C23H28BeClN2O3Sb. Source: the Open Molecules 2025 dataset; level of theory: ωB97M-V/def2-TZVPD.

Charge: 0

Element x y z (Å)
1 Be -0.5797 0.7814 -2.1427
2 O -1.8499 -0.2917 -0.2075
3 C -1.6432 0.7019 0.7930
4 C -0.5601 1.7108 0.3210
5 O -0.0885 2.5108 1.0982
6 O -0.2118 1.6250 -0.9259
7 C -1.1957 -0.0120 2.0639
8 C -0.9961 0.7151 3.2357
9 C -0.6126 0.0714 4.4001
10 C -0.4288 -1.3061 4.4133
11 C -0.6428 -2.0333 3.2543
12 C -1.0294 -1.3910 2.0828
13 C -2.9667 1.4272 1.0461
14 C -3.1326 2.7982 0.9150
15 C -4.3822 3.3718 1.1233
16 C -5.4690 2.5843 1.4616
17 C -5.3068 1.2102 1.5956
18 C -4.0645 0.6379 1.3909
19 H -2.5514 0.0184 -0.7906
20 H -1.1304 1.7873 3.2241
21 H -0.4541 0.6483 5.3020
22 H -0.1301 -1.8078 5.3247
23 H -0.5211 -3.1095 3.2576
24 H -1.2017 -1.9604 1.1807
25 H -2.2896 3.4290 0.6669
26 H -4.4993 4.4426 1.0185
27 H -6.4392 3.0354 1.6231
28 H -6.1493 0.5867 1.8655
29 H -3.9315 -0.4313 1.5039
30 C 4.0192 -1.4302 -0.5422
31 Sb 2.0272 -1.5324 0.2849
32 C 2.5153 -3.2286 1.5148
33 C 2.3922 -0.0801 1.8145
34 H 4.7508 -1.6454 0.2362
35 H 4.2072 -0.4346 -0.9401
36 H 4.1298 -2.1547 -1.3489
37 H 3.4756 -3.0593 2.0012
38 H 2.5731 -4.1314 0.9087
39 H 1.7483 -3.3597 2.2766
40 H 3.3774 -0.2410 2.2512
41 H 1.6298 -0.1759 2.5847
42 H 2.3248 0.9243 1.3972
43 Cl -1.8511 0.6601 -4.8340
44 C -2.0934 0.6820 -3.0247
45 H -2.7342 -0.1830 -2.8392
46 H -2.7151 1.5636 -2.8514
47 N 4.4736 -0.8850 -4.5785
48 C 3.2854 -0.4993 -4.0492
49 C 2.1284 -1.2715 -4.2174
50 C 0.9541 -0.8546 -3.6455
51 N 0.8569 0.2538 -2.8990
52 C 1.9674 0.9930 -2.7238
53 C 3.1745 0.6708 -3.2865
54 H 4.5071 -1.6416 -5.2370
55 H 5.2566 -0.2573 -4.5620
56 H 2.1510 -2.1842 -4.7968
57 H 0.0404 -1.4156 -3.7805
58 H 1.8513 1.8626 -2.0918
59 H 4.0344 1.3046 -3.1169

Force components x, y, z for each atom (eV/Å):
Be -0.16 -0.19 0.05
O 0.08 0.02 -0.15
C -0.11 0.02 0.06
C 0.22 -0.08 0.07
O -0.08 0.01 -0.01
O 0.01 0.15 -0.06
C -0.01 0.04 0.02
C 0.01 -0.02 -0.02
C 0.03 0.00 -0.01
C 0.00 0.00 0.00
C -0.04 -0.01 0.00
C 0.03 0.00 0.00
C 0.01 -0.07 -0.03
C 0.00 0.04 -0.01
C 0.01 0.01 0.00
C 0.00 -0.01 0.00
C -0.01 0.01 0.00
C -0.01 0.01 0.00
H -0.07 -0.03 0.04
H 0.00 0.01 0.01
H 0.00 0.00 0.01
H 0.00 0.00 0.01
H 0.00 0.00 0.00
H -0.01 0.00 0.01
H 0.00 0.00 0.00
H 0.00 0.01 0.00
H 0.00 0.00 0.00
H 0.00 0.00 0.00
H 0.00 -0.01 0.01
C 0.00 0.01 0.02
Sb 0.07 -0.05 -0.06
C -0.05 0.04 0.03
C 0.00 0.01 -0.05
H 0.01 -0.01 0.01
H 0.01 0.02 -0.01
H 0.02 0.00 -0.02
H 0.01 0.01 0.01
H -0.01 -0.02 -0.01
H 0.01 -0.02 -0.01
H 0.02 0.01 -0.01
H -0.02 -0.01 0.05
H 0.02 0.01 0.02
Cl 0.05 -0.01 0.02
C 0.00 0.08 -0.12
H 0.02 -0.04 0.02
H -0.01 -0.01 0.04
N -0.01 0.01 -0.01
C 0.01 -0.02 -0.02
C -0.02 -0.01 0.00
C -0.07 0.05 -0.01
N 0.12 0.11 0.09
C -0.03 -0.10 -0.03
C -0.01 0.02 0.04
H 0.00 0.00 0.01
H 0.00 -0.01 0.00
H -0.01 -0.01 -0.01
H -0.03 -0.02 -0.01
H 0.00 0.03 0.00
H 0.00 0.01 0.00

=====

(2)
A single C20H23N3O3S2 molecule. Source: the Open Molecules 2025 dataset; level of theory: ωB97M-V/def2-TZVPD.

SMILES: CCCOc1ccc(NC(=O)C[C@H]2C(=O)N(C)C(=S)N2Cc2cccs2)cc1
Charge: 0

Element x y z (Å)
1 C 2.1148 6.9247 2.2951
2 C 2.0950 5.4436 2.6476
3 C 2.8888 4.6215 1.6295
4 O 2.9237 3.2452 1.9451
5 C 1.8374 2.4648 1.6976
6 C 0.6681 2.8694 1.0629
7 C -0.3671 1.9747 0.8536
8 C -0.2535 0.6577 1.2742
9 N -1.2551 -0.3054 1.0643
10 C -2.4225 -0.1760 0.3826
11 O -2.8829 0.8694 -0.0153
12 C -3.0920 -1.5208 0.0892
13 C -2.3502 -2.1906 -1.0886
14 C -2.2196 -1.1712 -2.2227
15 O -3.0871 -0.7125 -2.9117
16 N -0.8839 -0.8643 -2.2828
17 C -0.3205 0.1519 -3.1315
18 C -0.1328 -1.6713 -1.4589
19 S 1.4970 -1.6387 -1.3411
20 N -0.9736 -2.4739 -0.7642
21 C -0.5442 -3.6608 -0.0567
22 C -0.5778 -4.8563 -0.9522
23 C 0.3905 -5.2836 -1.8069
24 C -0.0037 -6.4081 -2.5661
25 C -1.2671 -6.8128 -2.2849
26 S -2.0082 -5.8317 -1.0856
27 C 0.9189 0.2467 1.9059
28 C 1.9472 1.1360 2.1153
29 H 1.6666 7.0928 1.3182
30 H 1.5556 7.4958 3.0316
31 H 3.1358 7.2989 2.2718
32 H 1.0648 5.0838 2.6839
33 H 2.5341 5.2879 3.6348
34 H 2.5006 4.7806 0.6157
35 H 3.9379 4.9317 1.6448
36 H 0.5407 3.8825 0.7164
37 H -1.2667 2.3027 0.3603
38 H -0.9992 -1.2284 1.3859
39 H -4.1203 -1.3288 -0.2159
40 H -3.0844 -2.1766 0.9607
41 H -2.8878 -3.0896 -1.4090
42 H 0.1901 0.8972 -2.5199
43 H -1.1405 0.6137 -3.6776
44 H 0.3961 -0.2901 -3.8251
45 H -1.1949 -3.8130 0.8089
46 H 0.4831 -3.4799 0.2746
47 H 1.3526 -4.8102 -1.8861
48 H 0.6291 -6.8924 -3.2874
49 H -1.8191 -7.6299 -2.7047
50 H 1.0266 -0.7799 2.2269
51 H 2.8596 0.8238 2.5972

Force components x, y, z for each atom (eV/Å):
C -0.02 -0.23 0.07
C 0.13 -0.14 -0.22
C -0.14 0.37 0.16
O 0.08 -0.24 0.06
C -0.16 -0.20 -0.03
C 0.44 0.16 0.11
C -0.21 -0.17 -0.05
C 0.11 0.36 -0.02
N 0.16 -0.17 0.37
C -0.24 -0.61 0.34
O -0.08 0.32 -0.19
C 0.03 0.24 -0.22
C -0.43 0.01 0.13
C -0.26 -0.40 -0.09
O -0.18 0.02 0.02
N 0.19 -0.07 0.17
C 0.12 0.28 -0.21
C 0.10 -0.21 0.18
S 0.53 0.04 -0.05
N -0.07 0.24 -0.31
C 0.11 -0.03 -0.06
C -0.33 -0.27 0.06
C -0.05 0.11 0.22
C -0.12 -0.15 -0.10
C -0.29 0.09 0.16
S 0.61 0.06 -0.14
C -0.09 0.15 -0.03
C 0.01 0.21 -0.03
H -0.04 0.09 -0.10
H -0.02 0.12 0.01
H 0.10 0.12 -0.02
H 0.02 -0.03 0.06
H -0.03 -0.07 0.01
H 0.06 -0.03 0.04
H -0.13 0.01 -0.07
H 0.02 0.12 0.00
H -0.03 0.01 0.01
H -0.16 0.13 -0.19
H 0.05 0.02 0.08
H -0.01 -0.05 0.01
H 0.08 0.15 -0.11
H -0.01 -0.04 -0.06
H 0.02 -0.03 0.03
H -0.05 0.04 0.05
H 0.08 0.07 0.04
H -0.20 -0.03 0.06
H 0.17 0.14 0.02
H 0.08 -0.11 -0.13
H -0.05 -0.20 -0.13
H 0.03 -0.12 0.02
H 0.11 -0.05 0.06

=====

(3)
A single C2H4OS2 molecule at a distorted geometry. Source: the Open Molecules 2025 dataset; level of theory: ωB97M-V/def2-TZVPD.

SMILES: CSSC=O
Charge: 0

Element x y z (Å)
1 C -0.2822 -0.3633 -0.1838
2 S 0.7061 0.8537 -1.0113
3 S 2.4896 0.5667 -0.1214
4 C 2.0775 1.5380 1.4742
5 O 2.8004 1.5704 2.4295
6 H -1.3549 -0.3284 -0.5410
7 H -0.3050 -0.0704 0.8061
8 H -0.0435 -1.3587 -0.6079
9 H 1.0811 2.0973 1.1886

Force components x, y, z for each atom (eV/Å):
C -2.01 -1.15 -3.31
S -0.04 0.79 -0.89
S -0.05 0.45 1.38
C 0.61 0.10 -0.83
O -1.51 0.10 -1.28
H 0.96 0.73 0.19
H 0.20 -0.62 2.30
H 0.53 0.26 1.42
H 1.32 -0.66 1.01

=====

(4)
A molecular structure, C49H57IN12O5Pb. Source: the Open Molecules 2025 dataset; level of theory: ωB97M-V/def2-TZVPD.

Charge: -2

Element x y z (Å)
1 Pb 0.3935 -0.3440 0.1435
2 C -1.5083 -0.9056 -4.2228
3 C -2.6684 -0.3551 -3.3796
4 C -2.3235 -0.0081 -1.9220
5 N -1.5258 -1.0309 -1.2660
6 C -2.0104 -2.2054 -1.0301
7 C -3.4125 -2.5192 -1.1383
8 C -4.0578 -3.6962 -1.3850
9 C -3.5107 -4.9571 -1.6776
10 C -2.1823 -5.2871 -1.5257
11 C -1.1365 -4.5645 -0.9492
12 C -1.0532 -3.2262 -0.4904
13 N -0.1054 -2.7658 0.3038
14 C 0.7726 -3.6942 0.9977
15 C 2.1752 -3.1292 1.2260
16 C 2.9727 -2.9385 -0.0608
17 N 2.4311 -1.8364 -0.8415
18 C 2.9349 -1.5399 -1.9668
19 C 3.9768 -2.3205 -2.6446
20 C 5.0359 -1.8033 -3.2764
21 C 5.4245 -0.4015 -3.3655
22 C 4.7180 0.7027 -3.0825
23 C 3.2879 0.9100 -2.7343
24 C 2.4020 -0.3119 -2.6719
25 N 1.2244 -0.4276 -3.1211
26 C 0.5171 0.6615 -3.7705
27 C -0.5147 0.1276 -4.7682
28 H -0.9511 -1.6381 -3.6364
29 H -1.9398 -1.4377 -5.0755
30 H -3.0694 0.5487 -3.8476
31 H -3.4659 -1.1009 -3.3820
32 H -1.7456 0.9164 -1.9019
33 H -3.2387 0.2039 -1.3596
34 H -4.0479 -1.6506 -0.9965
35 H -5.1412 -3.6300 -1.4169
36 H -4.1847 -5.7286 -2.0312
37 H -1.9125 -6.2947 -1.8298
38 H -0.2164 -5.1262 -0.8550
39 H 0.3285 -3.9389 1.9745
40 H 0.8858 -4.6480 0.4775
41 H 2.1001 -2.1648 1.7355
42 H 2.7222 -3.8085 1.8840
43 H 4.0170 -2.7163 0.1816
44 H 2.9728 -3.8739 -0.6364
45 H 3.8732 -3.3995 -2.5975
46 H 5.7357 -2.5079 -3.7133
47 H 6.4443 -0.2355 -3.6965
48 H 5.2584 1.6348 -3.2119
49 H 2.8924 1.5762 -3.5041
50 H 0.0162 1.2596 -3.0052
51 H 1.1880 1.3471 -4.3029
52 H -1.0567 0.9869 -5.1770
53 H 0.0351 -0.3323 -5.5960
54 O -2.1483 7.1856 -0.1065
55 C -1.1348 6.9018 0.5741
56 O -0.4066 7.6452 1.2576
57 C -0.7052 5.4221 0.5979
58 C 0.6471 5.0876 0.6048
59 C 1.0136 3.7714 0.8052
60 N 0.1281 2.7900 0.9957
61 C -1.1715 3.0809 0.9244
62 C -1.6234 4.3852 0.7197
63 C -2.1485 1.9125 1.1049
64 O -3.3557 2.1583 0.9886
65 O -1.6142 0.7874 1.3655
66 H 1.3927 5.8642 0.4968
67 H 2.0602 3.4773 0.8556
68 H -2.6871 4.5769 0.6929
69 I 0.4453 -0.5010 7.0606
70 C 0.6587 -0.0328 5.0605
71 C 0.8091 1.2168 4.4996
72 N 0.9184 1.0248 3.1757
73 N 0.8043 -0.2669 2.8474
74 C 0.6565 -0.9300 3.9822
75 H 0.8429 2.1968 4.9455
76 H 0.7807 1.6972 2.4276
77 H 0.5251 -2.0011 3.9948
78 C -3.4617 -2.5992 5.8500
79 C -2.9847 -3.0071 4.4601
80 C -1.8063 -3.9737 4.5949
81 C -4.1241 -3.6917 3.6966
82 N -2.4967 -1.7779 3.8186
83 N -2.4156 -1.9124 2.3744
84 H -3.7093 -3.4832 6.4423
85 H -4.3537 -1.9694 5.7825
86 H -2.6781 -2.0384 6.3678
87 H -2.1084 -4.8818 5.1244
88 H -0.9946 -3.4940 5.1480
89 H -1.4365 -4.2678 3.6082
90 H -4.4687 -4.5739 4.2445
91 H -3.7992 -3.9871 2.7001
92 H -4.9640 -3.0023 3.5733
93 H -3.1929 -1.0575 3.9760
94 H -2.3032 -0.9563 2.0191
95 H -1.5147 -2.3419 2.1813
96 N 6.7229 7.6527 -4.7870
97 C 6.2743 6.8196 -4.1274
98 C 5.7338 5.7748 -3.3127
99 C 4.4562 5.2506 -3.5560
100 C 3.9547 4.2165 -2.8040
101 C 4.7172 3.6446 -1.7525
102 C 5.9895 4.2121 -1.4845
103 C 6.4773 5.2419 -2.2525
104 N 4.2602 2.5965 -1.0533
105 C 4.8791 1.9274 0.0471
106 C 3.9485 1.0343 0.4928
107 N 2.8075 1.0131 -0.2297
108 C 3.0566 1.8188 -1.3649
109 H 3.8549 5.6777 -4.3492
110 H 2.9574 3.8479 -3.0085
111 H 6.5860 3.8280 -0.6701
112 H 7.4554 5.6537 -2.0369
113 H 5.8506 2.1799 0.4295
114 H 4.0489 0.4021 1.3697
115 H 2.2036 2.4598 -1.6124
116 C -2.4630 5.5502 -2.7189
117 C -2.5160 4.0934 -2.4103
118 C -3.7593 3.6109 -1.6950
119 O -1.6095 3.3285 -2.6780
120 H -3.3921 5.8745 -3.1978
121 H -1.6036 5.7942 -3.3412
122 H -2.4029 6.0981 -1.7601
123 H -4.4404 4.4323 -1.4770
124 H -3.4758 3.1242 -0.7581
125 H -4.2640 2.8720 -2.3197

Force components x, y, z for each atom (eV/Å):
Pb -0.19 0.51 -0.20
C 0.03 0.18 0.10
C 0.14 -0.05 0.04
C 0.06 0.08 0.00
N 0.06 -0.34 0.06
C -0.03 -0.04 -0.03
C -0.09 -0.01 0.08
C 0.12 0.02 -0.09
C 0.00 -0.05 -0.02
C -0.04 0.12 0.12
C -0.04 0.05 -0.10
C 0.01 -0.16 0.07
N -0.06 -0.06 0.00
C 0.10 0.08 -0.01
C -0.18 0.14 -0.21
C -0.14 -0.09 0.01
N 0.06 -0.14 -0.03
C 0.11 0.14 -0.02
C 0.03 -0.05 0.04
C -0.01 0.13 0.06
C -0.04 -0.03 -0.04
C 0.02 -0.05 -0.06
C -0.10 0.20 0.29
C 0.16 0.09 -0.01
N -0.16 -0.02 0.15
C -0.08 0.02 -0.03
C 0.00 -0.05 0.11
H -0.04 -0.08 -0.05
H 0.01 0.01 -0.01
H -0.04 0.03 -0.01
H -0.03 -0.01 0.01
H -0.05 0.08 0.03
H -0.02 0.05 0.01
H 0.03 -0.02 -0.01
H -0.02 0.02 -0.01
H 0.00 0.01 0.01
H 0.02 -0.02 0.01
H -0.06 -0.04 0.01
H 0.00 -0.01 0.00
H 0.04 -0.02 0.00
H 0.09 -0.01 0.09
H 0.01 -0.01 0.04
H 0.03 0.02 -0.02
H -0.03 -0.02 -0.02
H -0.01 0.02 -0.01
H 0.02 0.01 -0.03
H 0.02 -0.04 0.04
H -0.01 0.01 0.04
H 0.06 -0.10 -0.13
H -0.01 0.03 0.03
H -0.01 0.00 0.00
H 0.02 -0.01 -0.02
H 0.01 0.01 -0.02
O 0.05 -0.15 0.15
C 0.04 0.12 -0.08
O -0.05 -0.01 -0.08
C -0.08 0.01 0.11
C -0.02 0.02 0.01
C 0.04 0.08 -0.02
N 0.22 -0.16 0.02
C -0.05 0.20 0.01
C 0.10 -0.16 0.05
C 0.04 -0.01 0.12
O 0.16 -0.18 0.17
O -0.14 -0.06 -0.10
H -0.02 0.01 0.07
H -0.02 -0.01 -0.06
H 0.04 0.06 0.05
I 0.00 0.03 -0.12
C 0.03 -0.04 0.11
C 0.03 -0.05 -0.02
N -0.20 -0.43 0.49
N 0.12 -0.28 0.15
C 0.02 0.08 -0.01
H -0.02 -0.01 -0.05
H -0.06 0.52 -0.58
H 0.04 0.07 -0.03
C 0.07 0.01 0.06
C -0.07 -0.08 -0.03
C 0.01 0.02 -0.07
C -0.01 0.09 0.00
N 0.01 0.03 0.12
N 0.03 -0.05 -0.02
H -0.02 0.03 0.00
H 0.03 -0.02 0.01
H -0.04 -0.03 -0.02
H 0.02 0.02 -0.03
H -0.03 -0.04 0.00
H -0.01 0.01 0.04
H 0.00 0.02 -0.01
H -0.01 -0.01 0.02
H 0.01 -0.03 0.01
H -0.02 0.05 -0.05
H -0.06 -0.02 0.01
H 0.06 0.05 -0.02
N 0.00 -0.01 0.01
C -0.06 -0.08 0.07
C 0.03 0.02 -0.01
C 0.02 0.04 -0.03
C 0.00 0.01 -0.05
C -0.02 0.05 -0.01
C 0.02 0.02 0.00
C -0.02 0.03 -0.03
N -0.06 0.00 -0.01
C 0.06 -0.16 0.03
C -0.20 0.09 -0.23
N 0.22 -0.10 0.41
C 0.05 -0.19 -0.26
H -0.01 -0.03 0.01
H 0.05 0.03 0.00
H -0.01 -0.01 -0.01
H 0.01 -0.01 0.00
H -0.07 0.05 -0.04
H 0.04 0.06 -0.04
H 0.02 0.05 0.04
C 0.05 0.18 -0.03
C -0.24 -0.05 0.13
C 0.17 0.06 -0.16
O 0.09 -0.13 -0.14
H 0.03 -0.05 -0.01
H 0.01 -0.02 0.02
H 0.03 0.01 -0.10
H -0.02 0.00 -0.01
H -0.16 -0.03 -0.14
H -0.02 -0.06 -0.03

=====

Computed orbital gap, in the same sequence as the records: 8.58 8.29 9.96 5.04 eV.
Computed energy relative to the best compared isomer or geometry (same formula, charge and spin), in the same sequence as the records: 8.7 4.0 10.8 16.5 kcal/mol.